{"formula": "C45H108N12O9", "method": "ωB97M-V with the def2-TZVPD basis set", "lumo_ev": -0.358, "orbital_gap_ev": 8.32, "e_above_lowest_kcal_mol": 291.7, "smiles": "CCN(CC)CC.CCN(CC)CC.CCN(CC)CC.CN(C)C=O.CN(C)C=O.CN(C)C=O.CN(C)C=O.CN(C)C=O.CN(C)C=O.CN(C)C=O.CN(C)C=O.CN(C)C=O", "homo_energy_ev": -8.7, "total_charge": 0, "species": ["C", "C", "N", "C", "C", "C", "C", "H", "H", "H", "H", "H", "H", "H", "H", "H", "H", "H", "H", "H", "H", "H", "C", "C", "N", "C", "C", "C", "C", "H", "H", "H", "H", "H", "H", "H", "H", "H", "H", "H", "H", "H", "H", "H", "C", "C", "N", "C", "C", "C", "C", "H", "H", "H", "H", "H", "H", "H", "H", "H", "H", "H", "H", "H", "H", "H", "C", "N", "C", "C", "O", "H", "H", "H", "H", "H", "H", "H", "C", "N", "C", "C", "O", "H", "H", "H", "H", "H", "H", "H", "C", "N", "C", "C", "O", "H", "H", "H", "H", "H", "H", "H", "C", "N", "C", "C", "O", "H", "H", "H", "H", "H", "H", "H", "C", "N", "C", "C", "O", "H", "H", "H", "H", "H", "H", "H", "C", "N", "C", "C", "O", "H", "H", "H", "H", "H", "H", "H", "C", "N", "C", "C", "O", "H", "H", "H", "H", "H", "H", "H", "C", "N", "C", "C", "O", "H", "H", "H", "H", "H", "H", "H", "C", "N", "C", "C", "O", "H", "H", "H", "H", "H", "H", "H"], "coordinates": [[18.450380, -11.045920, -20.435820], [19.533210, -10.195820, -19.804510], [19.196150, -9.909090, -18.406400], [20.411250, -9.326730, -17.783740], [21.349000, -10.448780, -17.260480], [18.054030, -8.953440, -18.331910], [17.819000, -8.529610, -16.874470], [18.617330, -11.438820, -21.438750], [17.483910, -10.543000, -20.469220], [18.363950, -11.899990, -19.764120], [20.481210, -10.733720, -19.811450], [19.666110, -9.281350, -20.382600], [21.042180, -8.726170, -18.438980], [20.112690, -8.812230, -16.870370], [22.046480, -10.761850, -18.037400], [22.128240, -10.168630, -16.551680], [20.821860, -11.342330, -16.926120], [17.169400, -9.472140, -18.701330], [18.133510, -8.075990, -18.973670], [17.950380, -9.292420, -16.107030], [16.806150, -8.212520, -16.626080], [18.424410, -7.632790, -16.742950], [19.599910, -16.658120, -14.540330], [21.001120, -16.777050, -14.052140], [21.579120, -18.095670, -14.418040], [20.961330, -19.177850, -13.741480], [20.672500, -19.179900, -12.243310], [23.040250, -18.043070, -14.251310], [23.745700, -19.139610, -14.894350], [18.865470, -17.181010, -13.927740], [19.371010, -17.009350, -15.546480], [19.290620, -15.613790, -14.582930], [21.599600, -16.031400, -14.575510], [21.072000, -16.410950, -13.027910], [20.031280, -19.317340, -14.292540], [21.492260, -20.055990, -14.109010], [19.919950, -18.407680, -12.083830], [20.112010, -20.054940, -11.914280], [21.569750, -19.127900, -11.626590], [23.192490, -17.902610, -13.181170], [23.392410, -17.105630, -14.681770], [24.694020, -18.894460, -15.372580], [23.078370, -19.567750, -15.642330], [23.844000, -19.881200, -14.101570], [22.866130, -26.780270, -10.588880], [23.394170, -25.331450, -11.044490], [24.051490, -24.666620, -9.941290], [24.994650, -23.598760, -10.345950], [25.995750, -24.121820, -11.439860], [23.191270, -24.218900, -8.823310], [23.804220, -24.292190, -7.422680], [21.920500, -26.567430, -10.090320], [23.592450, -27.180500, -9.881510], [22.538440, -27.442270, -11.390430], [24.153540, -25.716130, -11.725290], [22.612300, -24.671560, -11.420450], [24.769000, -22.567210, -10.616300], [25.617990, -23.472360, -9.460750], [25.489770, -24.267360, -12.394270], [26.568630, -23.235220, -11.711620], [26.638310, -24.944380, -11.125820], [22.320980, -24.863700, -8.945450], [22.944030, -23.178600, -9.034870], [23.262480, -23.746220, -6.650320], [24.824820, -23.941100, -7.270330], [23.782610, -25.354300, -7.178660], [26.890730, -15.191870, -18.213370], [28.352060, -15.186970, -18.528130], [28.785380, -14.504350, -19.751980], [29.299350, -15.920130, -17.828590], [30.449600, -16.231050, -18.212840], [26.548880, -15.674530, -17.297800], [26.454880, -15.720060, -19.061400], [26.709280, -14.117100, -18.221240], [29.289590, -13.552370, -19.585850], [29.314130, -15.123670, -20.476530], [27.952360, -14.260150, -20.411190], [28.945710, -16.355200, -16.881030], [28.062210, -23.435100, -17.105650], [28.989330, -22.320900, -17.107140], [29.050630, -21.529420, -15.844740], [29.686530, -22.027580, -18.175440], [30.445680, -21.121860, -18.237950], [27.845080, -23.892750, -18.070800], [27.101010, -23.133780, -16.689240], [28.458400, -24.248810, -16.498170], [29.517800, -22.207270, -15.130330], [29.503780, -20.538590, -15.813460], [28.012300, -21.265590, -15.643850], [29.456920, -22.777180, -18.948480], [23.008250, -18.990200, -7.124480], [22.837720, -17.526170, -6.831060], [21.769240, -17.136520, -5.949700], [23.638460, -16.536740, -7.400230], [23.505310, -15.393690, -7.023150], [22.206470, -19.367800, -7.759040], [23.207680, -19.552530, -6.212280], [23.880850, -19.052930, -7.774650], [20.882720, -17.761870, -6.055170], [22.120030, -17.021030, -4.924170], [21.376480, -16.141610, -6.159420], [24.370140, -16.896040, -8.140340], [17.593440, -23.270330, -8.932450], [16.628720, -24.067280, -8.178350], [16.610810, -25.513420, -8.468280], [15.730690, -23.648920, -7.200210], [15.751890, -22.525860, -6.726890], [18.587660, -23.666100, -8.725080], [17.577510, -22.270890, -8.497740], [17.184880, -23.322100, -9.941660], [16.055800, -25.548630, -9.405740], [17.654180, -25.826070, -8.509910], [16.043710, -26.086470, -7.734720], [15.007000, -24.403610, -6.855350], [24.577560, -13.060150, -11.739700], [25.969650, -12.785470, -11.547640], [26.820290, -12.619950, -12.702260], [26.285600, -12.645760, -10.259030], [27.425380, -12.488040, -9.860320], [24.374230, -14.028030, -12.197920], [24.047720, -12.411930, -12.437690], [24.108080, -13.152430, -10.760330], [26.904940, -13.497770, -13.342860], [26.530690, -11.714420, -13.235410], [27.825290, -12.421360, -12.329920], [25.428080, -12.690750, -9.569950], [18.707590, -20.032920, -19.074530], [19.825670, -20.862020, -19.461380], [19.496680, -22.136580, -20.270990], [21.057420, -20.442620, -19.162520], [22.032110, -21.092100, -19.519590], [18.835250, -19.576660, -18.092880], [17.796390, -20.629890, -19.112570], [18.562310, -19.325510, -19.890960], [18.757010, -22.778910, -19.793060], [19.200480, -21.803000, -21.265530], [20.431110, -22.650280, -20.496950], [21.146810, -19.437910, -18.721180], [16.444920, -12.651370, -11.397330], [17.867270, -13.000740, -11.015190], [17.909190, -14.217470, -10.192170], [18.868640, -12.145380, -11.162590], [20.000370, -12.312990, -10.722760], [16.018620, -13.422170, -12.039370], [16.546090, -11.868610, -12.149100], [15.867260, -12.558300, -10.477690], [17.631750, -13.913400, -9.182880], [17.267130, -15.024900, -10.544190], [18.945530, -14.554220, -10.165790], [18.648020, -11.247820, -11.760850], [14.430990, -15.369360, -17.247020], [13.193220, -14.584110, -16.810480], [12.236660, -15.359350, -16.031070], [12.795250, -13.355940, -17.377860], [11.844500, -12.662010, -17.178510], [15.094300, -14.618940, -17.677130], [14.165510, -16.071030, -18.037760], [14.990820, -15.926280, -16.495670], [11.479080, -14.633950, -15.734500], [11.604640, -16.093370, -16.530930], [12.648400, -15.802930, -15.124530], [13.694950, -13.050700, -17.934240], [14.378000, -17.912040, -8.460300], [14.133180, -17.968180, -9.850100], [14.684390, -19.179450, -10.551360], [13.603240, -16.999170, -10.611080], [13.331940, -15.859980, -10.255850], [13.748070, -18.655190, -7.971410], [14.064890, -16.918530, -8.139380], [15.420190, -18.148640, -8.245930], [14.502470, -19.111870, -11.623940], [15.744670, -19.409990, -10.447630], [14.077740, -20.017070, -10.207180], [13.598260, -17.235000, -11.686510]], "forces_ev_per_a": [[-0.33, -0.61, 0.31], [-0.40, -0.30, -0.26], [0.64, 1.55, -0.45], [0.27, -1.59, 1.61], [0.75, -0.34, -0.97], [-0.46, -1.33, 0.91], [-0.50, 0.83, -0.19], [0.46, 0.25, -0.01], [0.06, 0.06, 0.05], [-0.34, -0.22, -0.11], [0.00, -0.04, -0.05], [0.18, 0.40, -0.06], [-0.45, 0.59, -0.18], [0.06, 0.45, -0.48], [-0.35, -0.39, -0.63], [-0.64, 0.57, 0.68], [-0.11, 0.22, 0.16], [0.05, -0.17, 0.04], [0.48, 0.28, -0.10], [0.80, -0.15, -0.31], [-0.30, 0.18, -0.73], [0.14, -0.22, 0.77], [-1.71, 0.39, -0.23], [0.72, -0.16, -1.47], [0.78, 2.42, 0.48], [-0.88, -1.94, -1.06], [-0.31, 0.09, -0.30], [-1.22, 2.64, 0.58], [0.13, -2.04, 0.10], [0.03, 0.01, 0.34], [0.73, -0.27, -0.19], [0.00, 0.15, 0.35], [0.08, -0.04, -0.29], [0.04, -0.67, 0.61], [-0.60, -0.02, 0.37], [0.27, -0.35, 0.59], [0.53, 0.57, 0.54], [0.29, -0.47, -0.39], [-0.17, 0.46, 0.12], [0.78, -0.36, 0.35], [-0.30, 0.24, -0.13], [-0.02, 0.01, 0.33], [0.17, -0.06, -0.24], [0.67, -0.59, -0.46], [-1.15, 2.35, 0.34], [0.06, -2.44, 0.99], [0.97, 1.14, 0.38], [2.31, -2.37, 0.12], [-0.85, 1.70, 0.08], [0.52, 0.37, -1.16], [-0.03, -0.98, 0.08], [-0.04, -0.42, 0.61], [-0.12, -0.26, -0.28], [0.73, 0.05, -0.23], [-0.10, 1.26, -0.55], [-0.19, -0.35, -0.86], [-1.49, 0.00, -0.25], [0.09, 0.20, 0.18], [-0.10, -0.71, 0.13], [0.71, -0.09, 0.33], [-0.25, 0.03, -0.12], [-0.30, 0.36, 0.72], [-0.61, 0.24, 0.00], [-0.54, -0.06, -0.26], [0.13, -0.01, -0.73], [0.23, 0.01, 0.46], [1.63, 0.61, -1.14], [1.44, -0.96, 0.82], [-0.84, -0.09, -0.81], [1.37, -1.11, -1.42], [-2.62, 1.49, 0.63], [0.69, 0.10, 0.10], [-0.59, 0.29, 0.09], [-1.09, -0.22, 0.12], [0.31, -0.25, 0.28], [0.76, -0.30, 0.76], [-0.71, 0.16, 0.59], [-0.35, 0.30, -0.01], [-0.11, -0.34, 0.65], [-1.48, 0.21, 1.89], [-0.75, -0.67, -0.70], [-0.48, -1.25, -0.70], [1.91, 1.96, -0.83], [0.37, 0.52, -0.27], [-0.02, 0.06, 0.08], [-0.06, -0.09, 0.28], [-0.31, 0.41, 0.53], [0.75, -0.49, -0.94], [-0.16, -0.53, 0.68], [0.33, 0.18, -0.66], [0.57, 2.01, -0.59], [0.59, -1.09, -1.32], [-0.42, 0.89, 0.30], [-1.41, -0.84, 1.69], [0.53, 0.29, -0.74], [-0.39, -0.15, 0.54], [-0.32, -0.06, -0.12], [0.26, -0.13, 0.18], [0.36, -0.53, 0.24], [-0.15, -0.54, 0.24], [0.41, 0.14, -0.50], [-0.04, 0.01, 0.05], [-1.32, -0.09, 1.53], [-1.48, -1.39, 2.20], [-0.30, 1.47, -0.55], [1.91, 1.43, -0.71], [-0.39, -0.31, -0.21], [0.08, -0.13, -0.72], [-0.18, 0.13, -0.37], [1.00, 0.36, -0.39], [0.48, -0.97, -0.41], [-0.25, -0.48, -0.29], [0.23, 0.20, 0.13], [0.23, -0.18, -0.22], [-1.02, -0.99, -0.80], [-1.86, -0.43, -0.75], [0.99, 0.57, 0.94], [2.27, 0.31, 0.77], [-0.12, 0.11, 0.23], [0.49, -0.51, -0.09], [0.10, 0.74, 0.41], [-0.33, 0.50, -0.32], [-0.47, -0.02, 0.00], [-0.22, -0.21, -0.37], [0.04, -0.05, 0.08], [0.10, -0.03, -0.08], [-0.52, -0.27, -1.09], [-1.68, -1.64, 0.16], [1.58, 2.02, 0.20], [1.22, -1.41, -1.68], [0.37, 0.54, 0.62], [-0.02, 0.08, -0.20], [0.03, -0.10, 0.47], [-0.17, 0.71, 0.37], [0.13, 0.30, 0.11], [-0.64, 0.04, 0.10], [-0.02, -0.10, 0.65], [-0.26, -0.16, 0.33], [2.20, -0.61, -0.78], [-3.44, -1.34, -0.50], [1.27, 0.95, 0.20], [1.71, 0.18, 0.22], [-0.38, -0.02, -0.12], [0.04, -0.60, 0.48], [-0.51, 0.89, 0.84], [-0.24, 0.65, -0.41], [-0.13, -0.37, 0.20], [-0.10, 0.37, -0.25], [-0.06, -0.09, 0.08], [-0.38, -0.05, 0.01], [-1.33, 1.85, -0.89], [-0.18, -1.66, 0.16], [-1.03, 1.18, 0.44], [3.21, -1.49, 0.60], [-0.91, -0.43, 0.19], [0.22, -0.16, -0.06], [-0.10, -0.06, -0.01], [-0.58, 0.41, 0.57], [0.03, 0.11, 0.43], [0.62, -0.37, -0.66], [0.29, 0.07, -0.15], [-0.21, 0.57, -0.61], [-0.60, 0.35, 0.72], [1.34, -2.04, -2.46], [-1.63, 0.38, 0.10], [0.91, 1.80, -0.15], [-0.36, -0.71, 0.26], [0.05, -0.06, 0.30], [0.33, -0.05, 0.32], [0.02, 0.28, 0.14], [-0.09, 0.26, 0.04], [0.02, 0.50, 0.59], [0.34, -0.33, 0.08], [-0.29, -0.39, 0.05]], "mulliken_charge": [-1.328, -0.447, -0.011, -0.299, -1.376, -0.296, -1.467, 0.411, 0.287, 0.321, 0.372, 0.363, 0.248, 0.334, 0.321, 0.426, 0.337, 0.371, 0.316, 0.376, 0.389, 0.350, -1.354, -0.464, 0.175, -0.852, -1.105, -0.313, -1.375, 0.289, 0.256, 0.429, 0.440, 0.381, 0.335, 0.519, 0.234, 0.415, 0.274, 0.397, 0.357, 0.375, 0.284, 0.299, -1.165, -0.516, 0.132, -0.489, -1.374, -0.327, -1.263, 0.234, 0.328, 0.393, 0.394, 0.297, 0.405, 0.272, 0.411, 0.440, 0.291, 0.265, 0.280, 0.367, 0.322, 0.306, -0.870, 0.091, -1.002, 0.108, -0.597, 0.280, 0.331, 0.336, 0.306, 0.341, 0.368, 0.308, -0.887, 0.059, -0.834, 0.196, -0.566, 0.321, 0.275, 0.329, 0.313, 0.296, 0.248, 0.251, -0.931, 0.158, -0.976, 0.166, -0.591, 0.336, 0.327, 0.253, 0.335, 0.296, 0.333, 0.294, -0.872, 0.116, -0.920, 0.125, -0.575, 0.305, 0.294, 0.308, 0.340, 0.265, 0.326, 0.289, -0.910, 0.185, -0.968, 0.212, -0.606, 0.298, 0.290, 0.243, 0.312, 0.335, 0.326, 0.283, -0.898, 0.045, -0.882, 0.121, -0.627, 0.283, 0.289, 0.329, 0.293, 0.352, 0.321, 0.370, -0.905, 0.117, -0.975, 0.161, -0.615, 0.313, 0.322, 0.301, 0.353, 0.318, 0.309, 0.300, -0.793, 0.063, -0.863, 0.209, -0.521, 0.252, 0.322, 0.282, 0.315, 0.324, 0.216, 0.194, -0.957, 0.083, -0.947, 0.346, -0.608, 0.317, 0.345, 0.298, 0.309, 0.313, 0.348, 0.155]}